(1)
The following is a DFT calculation (ωB97M-V/def2-TZVPD) of a cluster of 11 separate species, C27H74ClO28S10 in total in a non-equilibrium geometry.

XYZ file:
```
140
Properties=species:S:1:pos:R:3:forces:R:3
Cl -0.0453 0.9520 0.4939 -1.63 0.44 -1.45
O 0.0209 1.3580 -0.9134 0.32 -0.56 0.72
O -0.2428 -0.4576 0.6341 1.02 -1.38 -0.40
O 1.1284 1.3968 1.1701 0.72 0.11 0.47
O -1.2375 1.5154 1.0571 -0.47 1.36 0.68
O -4.0172 0.7660 -6.0364 -2.62 2.44 0.76
S -4.9917 1.7735 -5.5466 1.12 0.51 0.25
O -4.7699 3.2443 -5.7647 -0.91 -3.83 0.19
O -6.5125 1.2871 -6.1230 3.57 -0.26 0.22
C -7.6701 2.0352 -5.8379 -0.13 0.19 -0.31
C -8.5487 1.2644 -4.9161 -0.50 0.28 0.48
C -5.1904 1.5501 -3.6996 -0.86 -0.32 -1.28
H -8.2234 2.0494 -6.7769 0.29 0.87 -0.21
H -7.3675 3.0143 -5.4668 -0.33 0.19 -0.19
H -9.3094 1.9665 -4.5749 -0.17 -0.14 0.30
H -7.9842 0.8750 -4.0688 -0.30 -0.18 0.01
H -9.0629 0.4931 -5.4895 0.20 -0.29 0.38
H -5.5348 0.5356 -3.4991 0.38 -0.20 -0.30
H -6.0500 2.1655 -3.4341 0.39 0.45 0.13
H -4.2730 1.7634 -3.1509 -0.08 0.24 -0.38
O 0.8079 -0.2301 7.9746 -2.51 -1.03 -0.12
S -0.5144 -0.8504 7.8819 -1.52 0.66 -0.58
O -0.8327 -2.1080 8.5584 0.63 1.82 -0.79
O -1.6688 0.3450 8.3406 1.68 -1.78 0.00
C -2.9991 -0.1049 8.7210 0.28 0.42 0.78
C -3.1298 -0.6001 10.1764 0.51 -0.19 -0.72
C -1.1090 -0.9437 6.0962 0.73 0.30 0.77
H -3.3900 -0.8428 8.0205 0.13 -0.04 -0.06
H -3.5567 0.8269 8.6266 -0.21 -0.14 -0.21
H -2.4235 -1.4108 10.3557 -0.07 -0.01 -0.02
H -4.1359 -1.0001 10.3021 -0.06 0.10 0.12
H -2.9351 0.1826 10.9095 -0.09 0.09 -0.16
H -1.1131 0.0765 5.7123 0.36 -0.04 0.14
H -2.1284 -1.3146 5.9889 0.15 -0.26 0.61
H -0.4249 -1.5727 5.5266 0.02 0.06 0.18
O 7.3903 3.8748 -2.1738 0.26 0.42 0.17
S 6.7441 3.5085 -0.9577 -0.41 -2.03 0.98
O 6.9211 2.0841 -0.5059 -0.56 3.89 -0.45
O 7.2021 4.6169 0.2405 -1.32 -0.15 -4.08
C 7.5736 4.0854 1.4418 0.45 -0.20 1.90
C 6.3477 3.7110 2.2646 0.31 -1.56 -0.07
C 4.9830 3.9430 -1.1166 0.24 -0.83 0.50
H 8.1127 4.8612 1.9855 0.14 0.23 -0.23
H 8.3072 3.3271 1.1679 -0.20 -0.67 1.02
H 5.4925 4.3748 2.1381 0.42 0.44 0.15
H 6.6119 3.5630 3.3117 -0.13 0.30 0.07
H 5.9959 2.7369 1.9247 -0.11 -0.13 -0.03
H 4.8316 4.9050 -1.6064 0.37 -0.03 0.29
H 4.5397 3.8616 -0.1242 0.08 0.37 0.00
H 4.4827 3.1690 -1.6986 0.39 -0.09 -0.22
O -1.8697 -7.4176 4.6453 0.53 2.80 0.17
S -1.4974 -5.9915 4.5809 1.22 0.03 -0.62
O -2.4576 -4.8976 4.7318 1.59 -2.06 0.30
O -0.2217 -5.6864 5.6442 -2.13 0.27 -1.31
C 0.9576 -6.4845 5.6203 1.36 -0.03 1.46
C 2.2095 -5.5758 5.8720 -0.97 0.27 0.37
C -0.5373 -5.7348 3.0193 -0.71 -0.04 0.50
H 1.0782 -7.1749 4.7855 -0.26 0.46 -0.37
H 0.8826 -7.1229 6.5005 0.00 -0.25 -0.02
H 2.2359 -4.6694 5.2672 0.21 -0.46 -0.75
H 3.1439 -6.1364 5.8993 -0.10 -0.05 -0.57
H 2.1699 -5.1086 6.8560 -0.44 -0.36 0.36
H -1.2305 -5.5771 2.1930 -0.21 -0.58 0.11
H 0.0748 -6.6321 2.9283 -0.15 0.18 -0.33
H 0.0638 -4.8255 3.0152 0.02 -0.09 0.68
O 5.7313 -5.6433 -2.0039 -0.52 2.58 0.88
S 5.3019 -4.2509 -1.8208 -0.40 0.80 -1.36
O 4.0457 -3.7976 -2.4416 1.90 -1.00 0.97
O 5.2465 -3.8120 -0.2224 1.05 -1.72 -2.56
C 4.1263 -3.0500 0.1082 -1.51 1.48 1.31
C 4.4159 -2.5424 1.5044 0.02 -0.65 0.38
C 6.6343 -3.0286 -2.3163 -0.91 -1.05 0.41
H 3.2045 -3.6287 0.0501 0.11 -0.29 0.22
H 3.9148 -2.1839 -0.5189 0.57 -0.07 -0.47
H 4.6678 -3.3914 2.1401 -0.31 -0.16 0.17
H 3.5412 -2.0329 1.9084 0.22 0.20 0.01
H 5.3263 -1.9441 1.5417 -0.28 0.44 -0.25
H 6.8090 -3.0242 -3.3922 -0.04 -0.52 0.11
H 7.4960 -3.3394 -1.7255 0.06 0.26 -0.22
H 6.2716 -2.0327 -2.0619 -0.05 -0.20 0.34
O -0.0902 8.9064 4.4660 -0.59 -3.22 -0.43
S -0.3039 7.5608 3.8893 1.04 0.24 -1.05
O 0.8083 6.9173 3.1463 -2.43 1.10 1.98
O -0.9769 6.5238 5.0225 1.63 2.76 -1.25
C -1.0286 5.1575 4.7195 -1.28 -2.58 0.07
C -2.4995 4.7078 4.8213 -0.17 -0.97 -0.01
C -1.7267 7.7643 2.7812 0.19 -0.04 0.00
H -0.4337 4.6115 5.4517 -0.01 0.19 0.22
H -0.6493 4.7678 3.7749 0.28 1.07 -0.41
H -3.2020 5.2750 4.2107 0.14 0.69 0.42
H -2.8237 4.5458 5.8493 -0.15 0.85 0.11
H -2.7072 3.7174 4.4162 0.85 -0.34 -0.30
H -1.4699 8.6739 2.2382 -0.34 0.14 0.22
H -2.6288 7.8207 3.3903 0.22 0.51 0.08
H -1.9225 6.9982 2.0310 0.66 -0.42 0.31
O 4.9346 0.0586 -6.6714 -2.86 -1.39 -0.87
S 3.6495 -0.5163 -7.1489 1.41 0.30 -1.00
O 3.0846 0.0279 -8.4037 0.81 -1.16 2.50
O 3.8592 -2.1867 -7.3473 -0.67 1.60 0.76
C 4.4977 -2.6228 -8.5557 -0.52 1.39 -1.74
C 5.1309 -3.9366 -8.3777 0.98 -1.12 1.51
C 2.4235 -0.5169 -5.7472 0.68 -0.55 -1.37
H 5.1716 -1.8360 -8.8946 0.41 -0.13 0.17
H 3.7860 -2.7182 -9.3757 -0.55 0.32 0.18
H 5.7251 -3.8581 -7.4673 0.10 -0.35 0.19
H 5.8320 -4.2850 -9.1362 -0.23 0.53 -0.40
H 4.4070 -4.7389 -8.2349 -0.12 0.11 0.07
H 2.8477 -1.1396 -4.9596 0.19 0.50 0.11
H 1.4887 -0.9837 -6.0576 0.16 0.12 -0.36
H 2.2664 0.5420 -5.5420 0.22 -0.18 0.30
C -0.7356 -4.6890 -2.4180 -0.33 -0.08 -1.07
S -2.4676 -4.8164 -3.0354 0.37 0.62 2.98
O -3.2285 -5.0837 -1.7244 0.41 0.50 -2.05
C -2.6062 -3.0325 -3.5285 -0.95 -0.33 0.18
H -0.2647 -4.0944 -3.2008 0.58 -0.18 0.16
H -0.3206 -5.6945 -2.3480 0.00 0.10 -0.15
H -0.6440 -4.1913 -1.4526 -0.53 0.12 -0.14
H -2.2227 -2.8820 -4.5377 0.19 -0.22 0.07
H -2.2267 -2.2748 -2.8430 0.37 -0.43 0.23
H -3.6839 -2.8747 -3.5714 -0.11 -0.04 -0.10
C -5.5698 -1.6936 0.9946 -0.22 0.24 0.21
S -7.2197 -2.1754 0.2820 0.92 -1.62 -0.82
O -7.0859 -2.3054 -1.2306 -0.07 0.30 1.79
C -7.1525 -3.9296 0.9950 0.34 0.64 -0.45
H -5.6212 -0.6238 1.1969 0.07 0.04 -0.31
H -4.7124 -1.9246 0.3624 -0.38 -0.04 -0.43
H -5.3531 -2.1541 1.9584 -0.45 -0.26 0.01
H -7.9842 -4.5836 0.7328 -0.31 0.58 -0.13
H -7.0738 -3.8316 2.0777 0.00 -0.01 -0.05
H -6.2637 -4.4032 0.5779 0.18 0.19 0.08
C -0.5044 5.8128 -3.3477 -0.13 0.43 -1.40
S 0.5856 6.7091 -4.5214 0.93 0.19 -0.29
O 1.7642 5.8265 -4.8552 -1.08 0.48 0.27
C -0.4905 6.7023 -6.0409 0.23 -0.53 0.34
H -1.3456 6.4823 -3.1682 -0.17 -0.09 -0.11
H -0.0447 5.5899 -2.3848 0.36 -0.17 -0.46
H -0.7867 4.9704 -3.9792 -0.27 -0.45 0.79
H -0.1198 7.4178 -6.7750 0.15 0.28 0.44
H -1.5428 6.8894 -5.8274 0.09 0.04 0.14
H -0.3641 5.7331 -6.5233 -0.10 -0.24 0.30
```
Positions in Å, forces in eV/Å.

HOMO level	-0.242	Eh
charge	-1



(2)
The following is a DFT calculation (ωB97M-V/def2-TZVPD) of an isolated molecule of C2H2N2O2 in a non-equilibrium geometry.

XYZ file:
```
8
Properties=species:S:1:pos:R:3:forces:R:3
O 1.9973 0.0681 0.0719 -1.85 -1.93 -0.94
C 0.6435 0.1078 -0.0465 0.27 2.59 0.05
C -0.2817 1.1295 -0.1167 3.27 3.88 2.55
N -1.4073 0.5296 0.0017 -6.46 -1.29 0.69
N -1.3624 -0.7700 0.0751 -1.42 4.03 -0.94
O -0.0835 -0.9589 -0.0353 5.09 -5.07 0.25
H 2.1241 -0.8802 -0.1816 0.97 0.80 0.41
H -0.2176 2.2654 0.3310 0.12 -3.02 -2.07
```
Positions in Å, forces in eV/Å.

SMILES string	Oc1cnno1
HOMO level	-0.364	Eh
charge	0



Question: Look up the charge of the second one.
Answer: 0



Question: charge of number 2 (C2H2N2O2)?
Answer: 0



Question: Among the records above, which one has the lowest HOMO level?
Answer: C2H2N2O2



Question: Look up the charge of the first one.
Answer: -1